This record from OMol25 describes a structure of composition C36H44FN2SeV. The level of theory is the ωB97M-V functional and the def2-TZVPD basis.

Each line ends with the Mulliken spin population.
CARTESIAN COORDINATES (ANGSTROEM)
V 0.15850 0.79408 -0.50364  1.405
C -0.09773 -3.97237 0.76385  0.001
C -0.33928 -3.42840 -0.64505  0.007
C -0.12088 -4.51819 -1.69271  0.001
C -1.72475 -2.81454 -0.76615  0.000
C -2.83514 -3.63314 -0.54876  0.001
C -4.11777 -3.13152 -0.62264  -0.002
C -4.32402 -1.79019 -0.90295  0.002
C -3.26238 -0.92757 -1.12985  -0.008
C -3.55557 0.53247 -1.39824  0.003
C -3.06417 1.37753 -0.22347  -0.020
C -3.11262 1.01935 -2.77396  0.001
C -1.96280 -1.46656 -1.07420  -0.004
N -0.81670 -0.65713 -1.38630  -0.005
C -0.08011 -1.04594 -2.42093  0.010
C 1.20263 -0.56155 -2.59345  -0.003
C 2.13689 -0.76992 -3.62302  0.009
C 3.24638 -0.02278 -3.29933  -0.005
C 2.99229 0.61265 -2.06277  -0.015
N 1.75610 0.29907 -1.63575  -0.029
C 3.94726 1.51469 -1.31652  0.007
C 5.27812 1.58025 -2.06717  0.000
C 4.21419 0.96755 0.08882  -0.001
C 3.36060 2.93026 -1.22642  0.003
H 0.91681 -4.36245 0.85035  0.000
H -0.78505 -4.78335 1.00774  0.000
H -0.22274 -3.19160 1.51215  -0.001
H 0.41527 -2.65546 -0.81277  0.004
H -0.82082 -5.34430 -1.56283  0.000
H 0.88686 -4.92743 -1.61813  0.000
H -0.25729 -4.13264 -2.70435  0.000
H -2.68063 -4.67965 -0.32412  0.000
H -4.96372 -3.78642 -0.46429  0.000
H -5.33332 -1.40229 -0.95262  0.000
H -4.64566 0.62655 -1.38326  0.000
H -2.02346 1.13358 0.05075  -0.001
H -3.63053 1.13830 0.67791  0.000
H -3.12199 2.44668 -0.41410  0.000
H -2.05616 0.86038 -2.97102  0.002
H -3.29880 2.08972 -2.87059  0.000
H -3.67775 0.50567 -3.55137  0.000
H -0.49612 -1.77499 -3.11376  0.008
H 1.99577 -1.39864 -4.48671  0.000
H 4.16602 0.04117 -3.85236  0.001
H 5.71257 0.59167 -2.21781  0.000
H 5.98970 2.16901 -1.48854  0.000
H 5.16638 2.06224 -3.03920  0.000
H 4.50807 -0.08239 0.06202  0.000
H 3.34670 1.06076 0.73444  -0.005
H 5.02739 1.53414 0.54323  0.000
H 3.12206 3.32354 -2.21485  -0.001
H 4.09144 3.59344 -0.76265  0.000
H 2.45158 2.95472 -0.62455  0.007
C -0.90746 -1.67598 6.93228  0.002
C -0.50580 -1.06338 5.62545  -0.019
C 0.67846 -0.34736 5.50165  0.006
C 1.06300 0.23301 4.30386  -0.023
C 2.34790 1.00316 4.23831  -0.010
C 0.20769 0.07327 3.19910  -0.006
Se 0.75302 1.07109 1.65821  -0.256
C -0.97911 -0.66303 3.26952  0.014
C -1.91492 -0.90438 2.12649  -0.038
C -1.31209 -1.20992 4.50455  0.009
H -0.17084 -1.47854 7.70807  0.000
H -1.01722 -2.75637 6.83556  -0.002
H -1.86640 -1.27886 7.26586  -0.002
H 1.32212 -0.23796 6.36552  0.000
H 2.90593 0.87048 5.16198  -0.001
H 2.17266 2.07144 4.10098  -0.001
H 2.98180 0.66982 3.41500  0.001
H -1.50546 -0.59089 1.16818  0.027
H -2.85875 -0.38137 2.28042  -0.001
H -2.14342 -1.96601 2.05054  -0.001
H -2.23082 -1.77886 4.58597  0.000
F -1.00701 6.07292 -3.29087  0.001
C -0.74176 4.93047 -2.64845  0.008
C -0.24896 3.85934 -3.37155  -0.006
C 0.03034 2.68506 -2.69204  0.021
C -0.19777 2.57146 -1.31635  -0.106
C -0.69400 3.68111 -0.62727  0.020
C -0.96602 4.86873 -1.28495  -0.004
H -0.08315 3.95811 -4.43462  0.000
H 0.43070 1.85058 -3.26010  -0.001
H -0.86266 3.62834 0.44299  -0.001
H -1.34164 5.73644 -0.76240  -0.001

The total energy is -4952.79163 Ha. The value obtained for the LUMO energy (alpha / beta) is -5.03 / -3.84 eV. The spin multiplicity is 2. The frontier orbital gap (alpha / beta) comes out at 5.94 / 7.36 eV. As for the net charge: +1. For the highest occupied orbital energy (alpha / beta), the calculation gives -10.976 / -11.195 eV.